(1)
Entry from the Open Molecules 2025 dataset: a structure of composition C12H13FIN3O3S at a distorted geometry (ωB97M-V/def2-TZVPD).

Computed properties:
Molecular weight, u: 425.22
Charge: 0
Orbital gap, eV: 8.160
LUMO level, hartree: -0.019

XYZ file:
```
34
Properties=species:S:1:pos:R:3:forces:R:3:lowdin_charge:R:1
I 0.088 -0.312 -3.238 -0.3 0.4 0.6 0.904
S -3.970 1.346 1.953 0.1 -0.3 -0.2 1.001
F 6.250 0.060 0.584 0.0 -0.1 0.1 0.080
O 4.697 0.828 2.027 -0.5 -0.4 -0.1 0.145
O 2.713 1.630 2.747 0.1 -0.1 -0.2 0.179
O 2.857 0.574 0.763 0.3 0.0 0.3 0.054
N 0.276 2.822 1.293 0.0 -0.8 -0.1 0.091
N -2.509 2.034 1.983 -0.2 -0.3 -0.6 -0.224
N -3.891 0.381 0.616 1.0 1.4 1.0 -0.205
C -2.936 -0.954 -1.806 1.0 -0.8 0.5 -0.175
C -2.666 0.646 0.155 2.1 0.0 -1.2 -0.330
C -0.025 1.378 -0.675 -0.5 -0.6 -0.3 -0.090
C -1.841 1.581 0.904 -1.2 -0.4 0.3 -0.279
C -2.251 -2.359 -1.606 0.0 0.2 0.6 -0.269
C 4.998 -0.156 1.053 0.4 0.3 -0.1 -0.314
C 3.962 0.099 -0.008 -0.3 -0.3 -0.5 -0.051
C -0.504 1.925 0.485 0.0 0.3 -0.4 -0.256
C -2.633 -3.009 -0.222 0.6 -0.5 -1.0 -0.094
C -0.822 0.430 -1.461 0.3 1.0 1.1 -0.600
C 3.360 1.068 1.925 -0.1 0.3 0.4 -0.534
C -2.070 0.074 -1.043 -1.6 -1.0 -1.1 -0.226
H -3.014 -0.717 -2.879 0.1 0.1 0.4 0.092
H -3.941 -1.026 -1.358 0.4 0.3 -0.4 0.097
H -2.446 -3.035 -2.457 -0.2 0.3 0.4 0.101
H -3.395 -2.436 0.325 0.2 -0.3 -0.2 0.059
H -1.154 -2.236 -1.577 -0.5 0.0 -0.3 0.029
H -1.717 -3.123 0.386 -0.6 0.2 0.0 0.068
H 1.119 2.303 1.549 -0.2 0.6 0.2 0.041
H 0.529 3.669 0.797 0.0 -0.2 0.0 0.087
H 4.272 0.872 -0.714 0.2 0.0 0.1 0.148
H 0.987 1.626 -1.011 -0.5 0.0 0.1 0.088
H 4.945 -1.147 1.508 0.1 0.0 0.0 0.176
H 3.697 -0.799 -0.562 -0.2 0.0 0.1 0.143
H -2.968 -4.040 -0.437 -0.2 0.5 0.4 0.066
```
Forces are in eV/Å.


(2)
Entry from the Open Molecules 2025 dataset: the molecule CHCl3 (ωB97M-V/def2-TZVPD).

Computed properties:
Molecular weight, u: 119.38
SMILES: ClC(Cl)Cl
Charge: 0
Relative energy (zero: lowest compared OMol25 entry of this formula, charge and spin), kcal/mol: 0.02
Orbital gap, eV: 11.924
LUMO level, hartree: 0.028

XYZ file:
```
5
Properties=species:S:1:pos:R:3:forces:R:3:lowdin_charge:R:1
Cl -2.092 18.223 17.088 0.0 0.1 0.1 0.516
Cl 0.532 17.867 15.892 0.1 0.0 0.0 0.526
Cl -1.816 16.712 14.644 0.0 -0.1 -0.2 0.527
C -1.048 17.144 16.160 -0.1 0.0 0.2 -1.579
H -0.921 16.243 16.745 0.1 0.0 0.0 0.009
```
Forces are in eV/Å.


(3)
Entry from the Open Molecules 2025 dataset: the molecule C8H9NOS at a distorted geometry (ωB97M-V/def2-TZVPD).

Computed properties:
Molecular weight, u: 167.23
SMILES: C=C(C)C(=O)Nc1ccsc1
Charge: 0
Relative energy (zero: lowest compared OMol25 entry of this formula, charge and spin), kcal/mol: 45.88
Orbital gap, eV: 9.755
LUMO level, hartree: 0.025

XYZ file:
```
20
Properties=species:S:1:pos:R:3:forces:R:3:lowdin_charge:R:1
S 2.167 2.693 -1.253 0.5 -0.2 -0.5 0.985
O -2.604 -0.548 0.144 -0.2 0.0 0.2 0.067
N -1.340 1.218 -0.306 -0.8 1.1 -1.3 0.123
C -1.494 -0.053 0.127 -0.2 -1.5 -0.6 -0.480
C -0.289 -1.390 1.738 1.9 -0.4 -0.8 0.068
C 1.844 2.907 0.405 -1.0 -1.1 -1.0 -0.382
C -0.068 1.835 -0.451 -0.4 -1.0 -0.9 -0.393
C 0.602 2.357 0.633 0.8 2.0 2.1 -0.163
C -0.301 -0.951 0.450 -1.3 -0.4 2.0 -0.275
C 0.517 -1.594 -0.619 1.8 -2.6 -0.6 -0.076
C 0.697 1.872 -1.579 0.6 1.0 -0.6 -0.345
H 0.486 1.665 -2.622 -0.2 -0.3 0.3 0.079
H 0.929 -2.600 -0.127 -0.5 2.3 -1.1 0.116
H 2.569 3.325 1.081 -0.1 0.2 0.0 0.067
H 0.490 -2.057 2.198 -0.6 0.3 -1.2 0.082
H -2.175 1.538 -0.869 1.5 -0.3 1.1 0.188
H 0.096 2.593 1.548 -0.2 -0.6 0.6 0.114
H -0.947 -1.108 2.522 -0.8 0.8 0.1 0.054
H 0.059 -2.003 -1.588 -0.2 1.0 1.6 0.102
H 1.375 -0.984 -0.988 -0.5 -0.3 0.5 0.070
```
Forces are in eV/Å.


(4)
Entry from the Open Molecules 2025 dataset: a cluster of 2 separate species, C4H9N in total at a distorted geometry (ωB97M-V/def2-TZVPD).

Computed properties:
Molecular weight, u: 71.12
SMILES: C=CC.C=N
Charge: 0
Relative energy (zero: lowest compared OMol25 entry of this formula, charge and spin), kcal/mol: 53.95
Orbital gap, eV: 10.191
LUMO level, hartree: 0.034

XYZ file:
```
14
Properties=species:S:1:pos:R:3:forces:R:3:lowdin_charge:R:1
N 2.647 1.542 0.499 0.3 0.2 0.3 0.014
C -2.146 0.073 0.029 -1.4 -0.6 0.7 -0.125
C -1.335 -1.067 -0.530 0.7 0.9 0.1 -0.237
C 2.780 0.463 1.139 0.4 0.2 0.9 -0.157
C -0.740 -0.996 -1.721 0.5 1.3 0.2 -0.030
H -2.130 0.039 1.124 0.4 -0.1 -0.1 0.066
H 2.144 0.152 1.974 -0.1 0.1 -0.1 0.059
H 0.319 -1.197 -1.872 -0.4 -1.5 -0.3 0.055
H 3.688 -0.126 1.037 -0.2 -0.4 -0.7 0.053
H 1.916 2.106 0.934 -0.4 -0.2 -0.5 0.034
H -1.026 -1.782 0.220 0.4 -0.2 0.0 0.081
H -3.221 -0.014 -0.145 -0.1 0.1 -0.4 0.067
H -1.804 1.068 -0.244 0.1 -0.1 -0.4 0.069
H -1.092 -0.262 -2.444 -0.1 0.1 0.2 0.053
```
Forces are in eV/Å.


Please write out number 3 again, unchanged.
Entry from the Open Molecules 2025 dataset: the molecule C8H9NOS at a distorted geometry (ωB97M-V/def2-TZVPD).

Computed properties:
Molecular weight, u: 167.23
SMILES: C=C(C)C(=O)Nc1ccsc1
Charge: 0
Relative energy (zero: lowest compared OMol25 entry of this formula, charge and spin), kcal/mol: 45.88
Orbital gap, eV: 9.755
LUMO level, hartree: 0.025

XYZ file:
```
20
Properties=species:S:1:pos:R:3:forces:R:3:lowdin_charge:R:1
S 2.167 2.693 -1.253 0.5 -0.2 -0.5 0.985
O -2.604 -0.548 0.144 -0.2 0.0 0.2 0.067
N -1.340 1.218 -0.306 -0.8 1.1 -1.3 0.123
C -1.494 -0.053 0.127 -0.2 -1.5 -0.6 -0.480
C -0.289 -1.390 1.738 1.9 -0.4 -0.8 0.068
C 1.844 2.907 0.405 -1.0 -1.1 -1.0 -0.382
C -0.068 1.835 -0.451 -0.4 -1.0 -0.9 -0.393
C 0.602 2.357 0.633 0.8 2.0 2.1 -0.163
C -0.301 -0.951 0.450 -1.3 -0.4 2.0 -0.275
C 0.517 -1.594 -0.619 1.8 -2.6 -0.6 -0.076
C 0.697 1.872 -1.579 0.6 1.0 -0.6 -0.345
H 0.486 1.665 -2.622 -0.2 -0.3 0.3 0.079
H 0.929 -2.600 -0.127 -0.5 2.3 -1.1 0.116
H 2.569 3.325 1.081 -0.1 0.2 0.0 0.067
H 0.490 -2.057 2.198 -0.6 0.3 -1.2 0.082
H -2.175 1.538 -0.869 1.5 -0.3 1.1 0.188
H 0.096 2.593 1.548 -0.2 -0.6 0.6 0.114
H -0.947 -1.108 2.522 -0.8 0.8 0.1 0.054
H 0.059 -2.003 -1.588 -0.2 1.0 1.6 0.102
H 1.375 -0.984 -0.988 -0.5 -0.3 0.5 0.070
```
Forces are in eV/Å.